1.
Here is a molecular structure, C2H8N6O at a distorted geometry from OMol25. Energies are from ωB97M-V/def2-TZVPD.

Calculated values
net charge: 0
LUMO energy: 0.91 eV
frontier orbital gap: 8.7 eV
HOMO: -0.2856 Eh
energy: -13188.9784 eV

CARTESIAN COORDINATES (ANGSTROEM)
C 0.42384 0.06300 1.44848
C 0.42917 -0.10999 -0.97741
N -0.45817 -2.06417 1.66557
N -1.37075 1.30149 -1.39487
N 1.00724 1.21061 1.81517
N 0.52113 -0.42846 -2.30586
O 1.21728 -0.67665 -0.12506
N -0.17654 -0.79153 2.10603
N -0.45219 0.72459 -0.47919
H -1.39661 -2.31503 1.94405
H -0.28882 -2.16605 0.66756
H -1.64618 2.20706 -1.03035
H -2.20996 0.72923 -1.45560
H 1.65456 1.15002 2.58712
H 1.28380 1.83174 1.07038
H 1.36654 -0.89263 -2.59152
H 0.09564 0.22678 -2.94450

***

2.
Here is 2 unconnected molecules or ions with the total composition C2H8NO at a distorted geometry from OMol25. Energies are from ωB97M-V/def2-TZVPD.

Calculated values
net charge: -1
LUMO energy: 4.05 eV
frontier orbital gap: 6.2 eV
HOMO: -0.0777 Eh
energy: -5739.3097 eV

CARTESIAN COORDINATES (ANGSTROEM)
O 0.24523 -0.38293 -3.07630
H -0.23373 0.36435 -3.50434
C -0.44905 1.06278 1.00970
N -0.32201 -0.07601 0.04060
C 0.43112 -1.13938 0.57076
H -1.07788 1.75214 0.35582
H -0.96766 0.61933 1.85836
H 0.37043 1.57245 1.37450
H -0.09715 0.48451 -0.72752
H 1.56276 -0.84755 0.69357
H 0.43474 -1.90593 -0.11662
H 0.10320 -1.50376 1.52147

***

3.
Here is 2 unconnected molecules or ions with the total composition C2H8NO at a distorted geometry from OMol25. Energies are from ωB97M-V/def2-TZVPD.

Calculated values
net charge: -1
LUMO energy: 4.51 eV
frontier orbital gap: 7.5 eV
HOMO: -0.1087 Eh
energy: -5739.6341 eV

CARTESIAN COORDINATES (ANGSTROEM)
O 1.32969 0.09083 2.27701
H 1.96367 0.90404 2.16327
C -1.28353 -0.80591 -0.07167
N 0.29110 -0.61458 -0.10021
C 0.48534 0.55328 -1.08931
H -1.51556 -1.73476 0.54007
H -1.78836 -0.86680 -1.09585
H -1.86004 0.00837 0.35989
H 0.74043 -0.20126 0.98752
H 0.21141 0.39477 -2.20845
H -0.17692 1.38261 -0.66269
H 1.60276 0.88943 -1.09957

***

Question: Among the records above, which one has the lowest HOMO?
Answer: C2H8N6O

***

Question: What is the net charge in the first record?
Answer: 0

***

Question: The lowest HOMO belongs to which entry?
Answer: C2H8N6O